Molecular formula: C3H8NS
Method: DFT, ωB97M-V with the def2-TZVPD basis set

Its net charge is -1. Its orbital gap is 5.7 eV. As for the molar mass: 90.17 Da.

```
13
Properties=species:S:1:pos:R:3:forces:R:3:nbo_charge:R:1
C 1.4134 3.0867 -0.4948 -0.2 -0.6 -0.5 -0.744
S 1.5476 2.5317 1.2259 -0.2 0.1 0.4 -0.741
H 0.4598 2.8217 -0.9719 -0.1 -0.1 0.2 0.159
H 2.1761 2.5345 -1.0452 0.1 0.3 -0.4 0.173
H 1.5177 4.1506 -0.7052 0.3 0.2 0.3 0.163
C -1.5755 -2.6067 -0.0021 0.1 0.7 0.4 -0.433
C 0.0399 -1.0883 0.6869 -0.6 0.2 -1.2 -0.030
N -0.3211 -2.2956 0.6544 0.7 -0.6 0.1 -0.438
H -2.0945 -1.6786 -0.2871 -0.2 -0.2 0.0 0.164
H -1.3683 -3.1645 -0.9123 0.0 -0.2 0.0 0.193
H -2.1967 -3.2081 0.6618 -0.1 0.0 -0.1 0.189
H 1.0412 -0.7485 0.9295 -0.1 -0.1 0.6 0.211
H -0.6398 -0.3349 0.2601 0.3 0.3 0.2 0.134
```
Positions in Å, forces in eV/Å.